Below is C49H67N9O2P2Ti as an isolated structure, with properties calculated with wB97M-V/def2-TZVPD.

largest force on an atom	0.017	hartree/bohr
total energy	-4082.86428	a.u.
HOMO-LUMO gap (spin up / spin down)	5.789 / 5.670	eV

The geometry in ORCA input format:
```
! wB97M-V def2-TZVPD RIJCOSX def2/J DEFGRID3
* xyz 1 2
Ti -0.1175 -0.2308 0.7040
C -2.5963 -1.4510 -3.4443
C -1.2468 -0.7983 -3.1241
C -0.4437 -0.5573 -4.3988
P -1.5099 0.5725 -1.8880
C -2.9496 1.5842 -2.5022
C -3.0855 2.8302 -1.6204
C -2.9178 2.0116 -3.9676
C -0.1402 1.7949 -1.9866
C 0.4496 2.2456 -3.1697
C 1.5142 3.1347 -3.1834
C 2.1140 3.6182 -4.4761
C 1.9994 3.5769 -1.9534
C 1.4195 3.1636 -0.7694
C 0.3237 2.2878 -0.7502
N -0.2586 1.8505 0.4607
C -0.6931 2.7977 1.3657
C -0.7616 4.1772 1.0907
C -1.0939 5.0912 2.0741
C -1.3798 4.7102 3.3825
C -1.7182 5.7164 4.4499
C -1.3792 3.3480 3.6436
C -1.0700 2.4015 2.6697
P -1.3369 0.6319 2.8944
C -3.2022 0.5296 2.8719
C -3.7030 1.2894 1.6444
C -3.9066 1.0351 4.1266
C -0.9093 0.2023 4.6318
C 0.5350 0.5157 5.0058
C -1.2338 -1.2776 4.8539
H -2.4229 -2.3793 -3.9925
H -3.1551 -1.7083 -2.5430
H -3.2293 -0.8167 -4.0651
H -0.6867 -1.5253 -2.5296
H -0.9276 0.1478 -5.0767
H 0.5569 -0.1828 -4.1819
H -0.3412 -1.5064 -4.9329
H -3.8218 0.9420 -2.3358
H -2.2942 3.5445 -1.8584
H -4.0425 3.3221 -1.8054
H -3.0159 2.6058 -0.5583
H -2.0790 2.6855 -4.1501
H -2.8429 1.1731 -4.6574
H -3.8307 2.5605 -4.2108
H 0.0700 1.8917 -4.1187
H 1.8299 2.9738 -5.3083
H 1.7757 4.6296 -4.7103
H 3.2033 3.6455 -4.4219
H 2.8437 4.2574 -1.9250
H 1.8066 3.5417 0.1655
H -0.5411 4.5399 0.0958
H -1.1238 6.1437 1.8129
H -1.5044 6.7301 4.1127
H -2.7765 5.6733 4.7160
H -1.1450 5.5386 5.3610
H -1.6292 3.0082 4.6441
H -3.4358 -0.5259 2.7458
H -3.5717 2.3646 1.7805
H -3.1652 0.9889 0.7443
H -4.7636 1.0860 1.4841
H -3.6625 2.0801 4.3282
H -4.9864 0.9767 3.9739
H -3.6714 0.4446 5.0128
H -1.5646 0.8031 5.2679
H 1.2282 -0.1636 4.5054
H 0.8119 1.5402 4.7517
H 0.6674 0.3842 6.0814
H -0.6145 -1.9055 4.2070
H -1.0305 -1.5600 5.8886
H -2.2794 -1.5033 4.6398
C -5.3566 -2.6664 1.4989
C -4.3936 -3.2642 2.3060
C -3.0503 -3.0371 2.0674
C -2.6398 -2.2083 1.0162
C -3.6063 -1.6320 0.2053
C -4.9556 -1.8572 0.4491
N -1.2542 -1.9507 0.8350
C -0.4559 -3.0540 0.8177
C -0.8647 -4.3475 0.3899
C 0.0154 -5.3931 0.3311
C 1.3666 -5.2414 0.6989
C 1.7956 -4.0130 1.1266
C 0.8908 -2.9454 1.2137
N 1.2769 -1.6775 1.6088
N 2.4094 -1.5584 2.1132
C 2.7282 -0.2187 2.4301
C 3.8807 0.0049 3.1595
C 4.1824 1.3136 3.4957
C 3.3198 2.3146 3.0827
C 2.1928 1.9771 2.3463
N 1.8914 0.7245 2.0107
H -6.4083 -2.8359 1.6882
H -4.6944 -3.9016 3.1279
H -2.2975 -3.4898 2.7011
H -3.2864 -0.9823 -0.5965
H -5.6980 -1.3922 -0.1881
H -1.8944 -4.4893 0.0907
H -0.3373 -6.3581 -0.0120
H 2.0396 -6.0893 0.6754
H 2.8204 -3.8458 1.4303
H 4.4990 -0.8323 3.4487
H 5.0686 1.5472 4.0705
H 3.5056 3.3518 3.3254
H 1.5024 2.7414 2.0335
N 3.5211 0.1634 -0.6459
C 3.2860 -0.8176 -1.6981
C 3.5048 -0.2410 -3.1142
C 3.3669 -1.1678 -4.3252
C 4.2431 -2.4177 -4.3049
N 3.6614 -3.3712 -3.3719
C 4.2052 -4.4955 -2.9859
N 5.3513 -4.9441 -3.5279
N 3.6134 -5.2034 -2.0150
C 1.8859 -1.4152 -1.5368
O 1.6418 -2.5258 -2.0524
O 1.0218 -0.7328 -0.9246
H 2.8534 0.9275 -0.7284
H 4.4467 0.5638 -0.7495
H 3.9905 -1.6391 -1.5367
H 4.5163 0.1789 -3.1184
H 2.8213 0.6052 -3.2404
H 3.6236 -0.5915 -5.2156
H 2.3302 -1.4874 -4.4522
H 5.2694 -2.1720 -4.0098
H 4.2715 -2.8497 -5.3102
H 2.8010 -3.0490 -2.8491
H 5.7027 -4.5201 -4.3678
H 5.7219 -5.8420 -3.2739
H 2.8263 -4.8169 -1.5100
H 3.9899 -6.0804 -1.7061
*
```



Below is C49H68BrCdN12O2S2Si as an isolated structure, with properties calculated with wB97M-V/def2-TZVPD.

largest force on an atom	0.015	hartree/bohr
total energy	-6543.18526	a.u.
HOMO-LUMO gap	4.770	eV

The geometry in ORCA input format:
```
! wB97M-V def2-TZVPD RIJCOSX def2/J DEFGRID3
* xyz -1 1
Cd 1.1038 -0.4408 -0.7282
C -2.2353 -1.6908 2.0262
N -2.5891 -0.4294 1.4105
C -2.1840 0.0141 0.2184
N -2.9250 1.0257 -0.1843
C -3.7981 1.1627 0.8463
N -3.6516 0.2942 1.8256
C -3.2818 -2.7177 1.6469
C -3.8931 -3.5420 2.5789
C -4.9308 -4.3895 2.1998
C -5.3936 -4.3958 0.8952
C -4.7790 -3.5701 -0.0437
C -3.7172 -2.7631 0.3287
C -5.3006 -3.4675 -1.4072
N -6.3543 -3.9862 -1.9341
N -6.4265 -3.4863 -3.2344
C -5.4101 -2.7116 -3.3826
O -4.6459 -2.6491 -2.2663
C -4.9819 -1.9211 -4.5393
C -5.8015 -1.7871 -5.6527
C -5.3632 -1.0218 -6.7228
C -4.1129 -0.4192 -6.6954
C -3.2789 -0.5701 -5.5932
C -1.8746 0.0129 -5.6011
N -1.0996 -0.4767 -4.4824
C -0.8064 0.1127 -3.3277
N -0.1581 -0.7511 -2.5624
C -0.0465 -1.8632 -3.3336
N -0.6014 -1.7397 -4.5138
C -3.7315 -1.3117 -4.5113
H -2.1676 -1.5618 3.1052
H -1.2407 -1.9507 1.6482
H -1.3621 -0.4438 -0.3029
H -4.5633 1.9211 0.8768
H -3.5777 -3.5052 3.6150
H -5.4037 -5.0228 2.9392
H -6.2296 -5.0148 0.5990
H -3.2684 -2.1065 -0.4047
H -6.7683 -2.2717 -5.6663
H -5.9988 -0.9010 -7.5902
H -3.7745 0.1614 -7.5462
H -1.8526 1.1033 -5.5744
H -1.3530 -0.3050 -6.5045
H -1.0505 1.1317 -3.0702
H 0.4557 -2.7609 -3.0107
H -3.1013 -1.4401 -3.6437
C 0.5708 1.2003 6.4003
C -0.0274 1.1111 4.9864
C -1.5574 1.1953 5.1089
C 0.2907 -0.2862 4.4244
Si 0.6176 2.5289 3.8621
Br 0.1166 1.9449 1.7598
C -0.3022 4.1999 4.1355
C -0.3558 4.5858 5.6221
C 0.4238 5.3202 3.3761
C -1.7456 4.1707 3.6029
C 2.5341 2.7065 3.8971
C 3.1747 1.3097 3.8740
C 3.0239 3.4376 5.1568
C 3.0811 3.4689 2.6758
H 0.0752 0.4643 7.0438
H 0.4430 2.1808 6.8643
H 1.6348 0.9609 6.4017
H -1.9149 0.3060 5.6400
H -2.0506 1.2154 4.1348
H -1.8806 2.0651 5.6817
H -0.2807 -1.0248 4.9989
H 1.3397 -0.5612 4.5231
H 0.0237 -0.4090 3.3731
H 0.6334 4.6746 6.0736
H -0.9301 3.8686 6.2103
H -0.8520 5.5582 5.7240
H 1.3765 5.5739 3.8418
H -0.1969 6.2229 3.3938
H 0.6067 5.0607 2.3317
H -2.3956 3.5102 4.1706
H -1.7840 3.8705 2.5559
H -2.1599 5.1829 3.6762
H 3.0015 0.7616 4.8005
H 4.2587 1.4231 3.7613
H 2.8207 0.6980 3.0430
H 2.7344 2.9344 6.0804
H 2.6616 4.4664 5.2010
H 4.1190 3.4841 5.1375
H 2.6780 3.0998 1.7322
H 4.1672 3.3302 2.6429
H 2.8938 4.5391 2.7303
C 1.3113 5.5329 -4.5380
O 1.3150 4.7196 -3.3711
C 0.9242 3.4300 -3.4340
S 0.3480 2.8127 -4.9265
S 1.0109 2.6404 -1.9566
H 1.7952 6.4593 -4.2350
H 0.2919 5.7282 -4.8717
H 1.8578 5.0591 -5.3517
C 2.1582 -3.5670 0.2669
C 2.4797 -2.4053 1.2198
C 3.9196 -1.9574 0.9050
C 1.4431 -1.2954 1.1065
C 2.3724 -2.9121 2.6657
C 1.1547 -3.4297 3.1215
C 0.9910 -3.8637 4.4236
C 2.0414 -3.7737 5.3333
C 3.2520 -3.2593 4.9050
C 3.4160 -2.8441 3.5841
H 2.2040 -3.2014 -0.7651
H 1.1545 -3.9543 0.4483
H 2.8785 -4.3852 0.3629
H 3.9616 -1.6502 -0.1408
H 4.6625 -2.7522 1.0579
H 4.1967 -1.0919 1.5104
H 1.6467 -0.4835 1.8036
H 0.3223 -3.4403 2.4290
H 0.0316 -4.2565 4.7429
H 1.9111 -4.0969 6.3591
H 4.0827 -3.1758 5.5967
H 4.3750 -2.4472 3.2804
C 1.7414 -0.1089 -7.0867
C 3.2100 -0.4792 -7.2652
C 3.4000 -1.9902 -7.3453
C 4.0719 0.1623 -6.1760
N 3.6983 -0.2349 -4.8282
C 2.9321 0.4126 -3.9478
N 2.8575 -0.3099 -2.8596
N 3.6023 -1.4145 -3.0858
N 4.1152 -1.3797 -4.2610
H 1.1521 -0.4734 -7.9305
H 1.6044 0.9725 -7.0091
H 1.3327 -0.5673 -6.1829
H 3.5713 -0.0331 -8.1987
H 3.1418 -2.4676 -6.3998
H 4.4342 -2.2520 -7.5766
H 2.7591 -2.4105 -8.1220
H 3.9561 1.2462 -6.2114
H 5.1277 -0.0748 -6.3052
H 2.4394 1.3592 -4.1204
*
```



> Look up the total energy of the first one.

-4082.86428 a.u.



> Among the records above, which one has the highest largest force on an atom?

C49H67N9O2P2Ti



> Number 2 is which compound?

C49H68BrCdN12O2S2Si